{
  "formula": "C5H6O",
  "method": "ωB97M-V with the def2-TZVPD basis set",
  "e_tot_ev": -7326.9243,
  "smiles": "CCC#CC=O",
  "homo_ha": -0.3719,
  "e_above_lowest_kj_mol": 227.7,
  "homo_lumo_gap_ev": 10.41,
  "charge": 0,
  "symbols": ["C", "C", "C", "C", "C", "O", "H", "H", "H", "H", "H", "H"],
  "positions_angstrom": [[0.774, 1.209, 0.392], [-0.768, 1.148, 0.520], [-1.101, -0.222, 0.127], [-0.852, -1.315, -0.329], [0.023, -2.317, -0.905], [1.197, -2.059, -1.076], [1.250, 1.021, 1.358], [1.118, 0.422, -0.286], [1.116, 2.169, 0.003], [-1.258, 1.858, -0.155], [-1.106, 1.382, 1.533], [-0.393, -3.295, -1.184]],
  "mulliken_charge": [-0.967, -0.270, -0.121, 0.082, -0.010, -0.431, 0.269, 0.284, 0.296, 0.263, 0.282, 0.323]
}